Record 1
2 unconnected molecules or ions with the total composition C5H10N3S at a distorted geometry, computed with ωB97M-V/def2-TZVPD.

As for the HOMO-LUMO gap: 6.88 eV. As for the HOMO energy: -12.44 eV. The charge is +1.

Element x y z (Å)
C 1.5959 0.8045 0.5145
C 1.1550 1.7894 -0.4439
C -2.2954 -2.2362 1.6725
C -2.2484 -3.5458 1.8824
C -0.2477 1.3354 -2.2757
N 2.3027 -0.9850 -1.3578
N 0.8464 1.5300 -1.7199
N 0.9728 3.0162 -0.0242
S 2.2284 -0.7040 0.1099
H 1.8446 1.2113 1.5964
H 2.3098 -0.1647 -1.9917
H -1.5867 -1.5337 2.0641
H -3.1867 -1.9866 1.0757
H -1.3837 -3.9044 2.5457
H -2.7088 -4.3595 1.4109
H -1.2973 1.2544 -1.9480
H -0.1668 1.3327 -3.3399
H 1.2437 3.4442 0.8842
H 0.6225 3.7019 -0.6551

These are the natural (NBO) partial charges, in e, on atoms 1 to 4:
1. C -0.71
2. C 0.49
3. C -0.42
4. C -0.35

Record 2
A molecular structure, C22H24BN7V at a distorted geometry, computed with ωB97M-V/def2-TZVPD.

As for the HOMO-LUMO gap (alpha / beta): 4.74 / 4.78 eV. The spin multiplicity is 2. As for the HOMO energy (alpha / beta): -21.28 / -21.27 eV. The charge is +4. Its expectation value of S² is 1.19.

Element x y z (Å)
C 0.5300 3.1737 -0.8619
N 0.5467 1.8754 -1.3190
N 1.0605 1.9228 -2.6360
C 1.3821 3.1929 -2.9283
C 1.0702 4.0098 -1.8336
B 1.3159 0.5711 -3.3652
N 2.3140 -0.2739 -2.5083
N 2.0583 -0.5299 -1.1375
C 3.1345 -1.2284 -0.6655
C 4.0184 -1.4861 -1.7289
C 3.4638 -0.8703 -2.8566
V 0.2476 0.0971 -0.6450
N 0.0004 -0.2609 -3.3896
N -0.6291 -0.6421 -2.1689
C -1.6132 -1.5404 -2.5181
C -1.6216 -1.7127 -3.9039
C -0.5902 -0.9128 -4.3969
H -2.2578 -1.9890 -1.7738
H -0.2361 -0.7722 -5.4057
H -2.2968 -2.3272 -4.4731
H 1.7024 0.7530 -4.4836
H 3.7939 -0.8311 -3.8818
H 1.8169 3.4586 -3.8760
H 4.9342 -2.0483 -1.6825
H 1.2171 5.0703 -1.7201
H 3.2089 -1.4359 0.3976
H 0.1398 3.4238 0.1183
H 1.0269 -2.8426 1.3995
C 1.3663 -3.5493 2.1853
H 1.9726 -4.3496 1.7348
H 1.9628 -2.9740 2.9110
H 0.4883 -3.9876 2.6822
C -0.1730 3.4387 3.7086
C 0.9244 2.6155 3.4017
C 0.7957 1.5744 2.4763
C -0.4692 1.3009 1.9117
C -1.5758 2.1240 2.2238
C -1.4230 3.1895 3.1104
N -0.6598 0.1692 1.0774
C -1.6754 -0.7469 1.4498
C -1.6422 -1.3406 2.7287
C -2.6608 -2.1927 3.1359
C -3.7380 -2.4568 2.2760
C -3.7739 -1.8757 1.0018
C -2.7545 -1.0213 0.5821
H -0.0515 4.2671 4.4169
H 1.8941 2.7741 3.8843
H 1.6312 0.9205 2.2089
H -2.5465 1.9147 1.7607
H -2.2792 3.8301 3.3388
H -0.7936 -1.1128 3.3786
H -2.6067 -2.6453 4.1258
H -4.5528 -3.0957 2.6140
H -4.6037 -2.0845 0.3186
H -2.7935 -0.5305 -0.3997

These are the Mulliken partial charges, in e, on atoms 1 to 4:
1. C -0.04
2. N 0.09
3. N -0.04
4. C -0.02

Record 3
A molecular structure, C26H45ClCoNOP at a distorted geometry, computed with ωB97M-V/def2-TZVPD.

As for the HOMO-LUMO gap (alpha / beta): 4.48 / 4.58 eV. The spin multiplicity is 5. As for the HOMO energy (alpha / beta): -2.16 / -2.40 eV. The charge is -1. Its expectation value of S² is 6.03.

Element x y z (Å)
Co -0.1277 -2.4846 3.2147
P 0.5981 -0.1555 -0.1464
Cl 0.2974 -4.3800 2.3668
C 1.4591 1.5039 0.4671
H 2.6570 1.4204 0.6259
H 0.9676 1.7691 1.5562
C -0.7362 -1.1201 0.8389
C 2.0784 -1.2059 0.0157
C -1.5375 -2.2823 0.1482
H -0.0877 -1.5928 1.6684
C -2.5336 -3.0730 1.0266
H -2.0970 -1.9230 -0.7318
H -0.8128 -3.0174 -0.2355
C -3.4333 -2.1608 1.8979
H -3.2247 -3.6384 0.3640
H -2.0243 -3.8022 1.6568
C -2.5934 -1.0800 2.6253
H -4.2544 -1.7068 1.3544
H -3.9165 -2.7619 2.7407
C -1.7487 -0.2150 1.6025
H -3.2692 -0.3792 3.2156
H -1.8471 -1.5818 3.3255
H -2.4292 0.3874 0.9336
H -1.1871 0.5082 2.2166
C -0.1924 0.0407 -1.8217
C 3.1499 -0.5966 -0.8932
H 2.3927 -1.0440 1.0590
C 4.5607 -1.1953 -0.6161
H 2.9178 -0.7169 -1.9544
H 3.1719 0.5189 -0.7161
C 4.5290 -2.7603 -0.6397
H 5.2894 -0.8740 -1.4280
H 4.9662 -0.8469 0.3339
C 3.3469 -3.3681 0.1393
H 4.5306 -3.1144 -1.6662
H 5.4765 -3.1237 -0.1613
C 1.9947 -2.7119 -0.2014
H 3.3092 -4.4649 -0.1383
H 3.5255 -3.3355 1.2101
H 1.6683 -2.9430 -1.2058
H 1.2723 -3.1259 0.5208
C -1.5848 0.7590 -1.6503
H 0.4184 0.8006 -2.3372
C -1.9621 1.4765 -3.0077
H -2.3519 -0.0209 -1.3992
H -1.6160 1.5223 -0.8328
C -1.9646 0.4412 -4.2016
H -2.9540 1.9681 -2.9121
H -1.1618 2.2721 -3.1660
C -0.6672 -0.4569 -4.2702
H -2.8627 -0.2337 -4.0674
H -2.1508 0.9720 -5.1255
C -0.2524 -1.0863 -2.9021
H -0.8408 -1.2218 -5.0410
H 0.1509 0.2389 -4.6046
H -0.9695 -1.8961 -2.6170
H 0.6960 -1.5926 -3.0021
C -2.7261 3.2591 0.4633
C 1.2979 2.4899 -0.4957
H -3.3389 2.1894 0.4011
C 1.2166 3.9988 0.0453
H 0.9015 2.2126 -1.4921
C 0.5235 4.4973 1.3637
H 2.3336 4.2541 0.1039
H 0.7219 4.5871 -0.7301
C -1.0878 4.7701 1.4013
H 0.6618 3.7613 2.2656
H 0.9470 5.4725 1.7234
C -2.1278 3.4539 1.7960
H -1.2601 5.3854 2.3532
H -1.5213 5.3125 0.4204
H -1.3485 2.5596 2.2114
H -2.9596 3.7181 2.6288
O 0.7333 1.4532 4.0526
C 0.5769 0.2562 4.0445
N 0.4230 -0.9402 4.0120

These are the Mulliken partial charges, in e, on atoms 1 to 4:
1. Co -0.28
2. P 0.71
3. Cl -0.59
4. C 0.30

Record 4
8 unconnected molecules or ions with the total composition C28H59BFN9O10S at a distorted geometry, computed with ωB97M-V/def2-TZVPD.

As for the HOMO-LUMO gap: 9.22 eV. As for the HOMO energy: -8.76 eV. Its SMILES is CCB(O)N(c1ccccn1)S(=O)(=O)F.CNC(C)=O.CNC(C)=O.CNC(C)=O.CNC(C)=O.CNC(C)=O.CNC(C)=O.CNC(C)=O.

Element x y z (Å)
C -1.4516 1.2514 -5.2271
C -1.0454 -0.2241 -5.0617
B 0.1020 -0.6306 -6.0432
O 0.5103 0.1697 -7.0900
N 0.7829 -1.9692 -5.9711
C 2.0140 -2.0343 -6.7643
C 3.2208 -1.5562 -6.2780
C 4.3342 -1.6669 -7.0958
C 4.1874 -2.2206 -8.3561
C 2.9319 -2.6557 -8.7347
N 1.8549 -2.5743 -7.9537
S 0.9500 -2.5218 -4.4388
O -0.2398 -3.1653 -4.0146
O 1.5593 -1.5682 -3.5713
F 2.0219 -3.6238 -4.7204
H -2.1660 1.5447 -4.4612
H -0.5709 1.9020 -5.1599
H -1.8705 1.4145 -6.2199
H -1.9137 -0.8370 -5.3447
H -0.7829 -0.4286 -4.0211
H 1.1516 0.8311 -6.8011
H 3.3157 -1.1087 -5.2964
H 5.3026 -1.3241 -6.7515
H 5.0270 -2.3080 -9.0347
H 2.7859 -3.0980 -9.7163
C 4.4396 -6.0538 -5.4234
N 5.1711 -4.8401 -5.7286
C 6.5156 -4.6495 -5.8155
C 7.4066 -5.8410 -5.5622
O 6.9605 -3.5442 -6.0881
H 3.7756 -6.3055 -6.2527
H 3.8281 -5.9077 -4.5310
H 5.1053 -6.8935 -5.2540
H 4.6352 -4.0038 -5.9073
H 8.4401 -5.5370 -5.6645
H 7.2596 -6.2288 -4.5541
H 7.1980 -6.6359 -6.2802
C 12.0116 -4.9186 -1.6223
N 11.3081 -5.1776 -2.8619
C 10.7042 -6.3260 -3.2645
C 10.7522 -7.5066 -2.3213
O 10.1462 -6.3878 -4.3474
H 11.5345 -4.1050 -1.0735
H 13.0470 -4.6366 -1.8205
H 12.0107 -5.8034 -0.9947
H 11.2374 -4.4297 -3.5345
H 10.2284 -8.3334 -2.7904
H 11.7818 -7.8062 -2.1232
H 10.2663 -7.2699 -1.3741
C 2.0793 -0.3236 -0.7293
N 2.3463 1.0744 -1.0180
C 1.8809 2.1773 -0.3727
C 0.9616 1.9502 0.8041
O 2.1988 3.2956 -0.7457
H 3.0139 -0.8475 -0.5164
H 1.6063 -0.7941 -1.5907
H 1.4259 -0.4125 0.1323
H 2.9469 1.2895 -1.7979
H 0.6677 2.9146 1.2041
H 0.0598 1.4182 0.5029
H 1.4686 1.3794 1.5840
C -2.4361 4.8368 4.5768
N -2.1596 3.7830 3.6097
C -2.4672 3.7424 2.2916
C -3.1943 4.9355 1.7127
O -2.1660 2.7797 1.6008
H -1.4994 5.2122 4.9922
H -3.0454 4.4612 5.3915
H -2.9584 5.6600 4.1018
H -1.6760 2.9603 3.9337
H -3.3626 4.7475 0.6569
H -4.1551 5.0834 2.2069
H -2.6003 5.8432 1.8212
C -5.0310 4.7404 10.6582
N -4.2265 4.7991 9.4510
C -4.5939 5.2634 8.2321
C -6.0032 5.7882 8.0869
O -3.8078 5.2536 7.2945
H -4.5616 5.3291 11.4488
H -5.1175 3.7073 11.0016
H -6.0244 5.1307 10.4856
H -3.2766 4.4641 9.4863
H -6.1362 6.1187 7.0614
H -6.7338 5.0102 8.3089
H -6.1779 6.6287 8.7586
C -5.9295 -1.9955 -3.8671
N -5.1730 -0.8562 -4.3452
C -4.9514 -0.4696 -5.6294
C -5.5591 -1.3151 -6.7258
O -4.2814 0.5199 -5.8730
H -6.7559 -1.6686 -3.2337
H -5.2919 -2.6601 -3.2820
H -6.3365 -2.5561 -4.7019
H -4.7406 -0.2534 -3.6625
H -5.2871 -0.8741 -7.6796
H -5.1802 -2.3370 -6.6861
H -6.6462 -1.3392 -6.6430
C -7.5965 4.3974 15.3224
N -7.3489 4.9874 14.0216
C -8.1169 4.9137 12.9041
C -9.4022 4.1244 12.9922
O -7.7712 5.4690 11.8729
H -7.6586 5.1717 16.0885
H -6.7912 3.7124 15.5919
H -8.5299 3.8450 15.3152
H -6.5087 5.5306 13.8989
H -9.8902 4.1660 12.0237
H -9.2038 3.0824 13.2451
H -10.0691 4.5481 13.7436

These are the Mulliken partial charges, in e, on atoms 1 to 4:
1. C -1.23
2. C -0.20
3. B 0.34
4. O -0.49

Record 5
A molecular structure, C2H5N3O2 at a distorted geometry, computed with ωB97M-V/def2-TZVPD.

As for the HOMO-LUMO gap: 10.19 eV. As for the HOMO energy: -9.91 eV.

Element x y z (Å)
C 0.2405 0.7415 -0.1555
C -1.7510 -0.1764 -0.4147
H 0.2343 -1.5464 0.3507
H 1.0778 -1.8106 -0.7497
H 1.8583 0.3229 1.3303
H 0.8865 2.3120 0.5673
H -2.8820 -0.1525 -0.9454
N 1.2108 -1.3698 0.0463
N 1.5066 0.0312 0.0874
N 0.1575 1.9386 -0.0051
O -0.5272 0.0093 -0.9920
O -2.0121 -0.2999 0.8803

These are the natural (NBO) partial charges, in e, on atoms 1 to 4:
1. C 0.64
2. C 0.59
3. H 0.32
4. H 0.35

no.,energy (hartree)
1,-758.57190
2,-2203.21566
3,-3331.71329
4,-2870.57856
5,-393.78134